Record 1
{"formula": "C7H10Cl2OSi", "method": "wB97M-V/def2-TZVPD", "homo_lumo_gap_ev": 8.8, "smiles": "C[Si](C)(C)/C(=C\\Cl)C(Cl)=C=O", "homo_energy_ev": -9.024, "e_lumo_ev": -0.2, "species": ["Cl", "Cl", "Si", "O", "C", "C", "C", "C", "C", "C", "C", "H", "H", "H", "H", "H", "H", "H", "H", "H", "H"], "xyz": [[2.55328, -0.78826, 2.40853], [-2.42268, -0.88351, 2.37857], [-0.21621, 0.59249, -0.34690], [2.28921, -2.76317, -0.78871], [1.59426, -1.39589, 1.10747], [1.39953, 1.39192, -0.69431], [-1.66598, 1.73051, 0.01390], [-0.78698, -1.32695, 2.04414], [-0.83646, -0.52168, -1.85723], [1.92414, -2.10935, 0.10532], [-0.07214, -0.63780, 1.12100], [-1.97852, -0.67619, -1.62892], [-1.46051, 2.35308, 0.86278], [-0.55449, -2.12937, 2.66073], [2.03632, 0.78403, -1.18846], [-1.69228, 2.33634, -0.89199], [-0.18259, -1.39030, -1.99411], [1.55894, 2.39417, -1.11841], [1.74976, 1.56561, 0.35459], [-2.58897, 1.28738, 0.19927], [-0.64764, 0.18694, -2.74728]], "atomic_forces_ev_per_a": [[0.230, -0.385, -0.414], [-0.555, 0.273, 0.036], [-2.269, -1.559, -0.638], [-0.446, 0.079, 0.023], [-4.257, 3.176, 1.843], [-1.045, 2.842, 2.840], [2.229, 0.609, -0.693], [-0.103, 2.744, -2.401], [-0.374, 2.191, 0.690], [1.478, -1.167, -1.216], [3.089, -3.049, 0.708], [2.334, -0.159, -0.858], [0.214, 0.605, 0.404], [1.129, -1.260, 0.669], [2.179, -2.252, -1.364], [-0.378, 0.342, 0.046], [-0.677, -0.119, 0.009], [-0.907, -0.272, -0.186], [0.333, -0.380, -0.614], [-1.508, -1.087, 0.042], [-0.695, -1.170, 1.073]]}

=====

Record 2
{"formula": "C7H10ClF3N2", "method": "wB97M-V/def2-TZVPD", "homo_lumo_gap_ev": [8.5, 8.5], "homo_energy_ev": [-7.889, -7.889], "e_lumo_ev": [0.6, 0.6], "species": ["Cl", "F", "F", "F", "N", "N", "C", "C", "C", "C", "C", "C", "C", "H", "H", "H", "H", "H", "H", "H", "H", "H", "H"], "xyz": [[-2.52424, 0.21261, -2.52970], [1.04010, 2.75866, 0.61509], [-1.02833, 2.73633, 0.06064], [0.48266, 3.06130, -1.44276], [-0.02901, -0.09810, 0.14333], [-0.09459, -1.28157, -0.31802], [-0.19356, -0.72277, -3.83919], [-0.41937, -2.38026, 0.53748], [0.28522, 0.89292, -0.68578], [0.19895, 2.32368, -0.36764], [-1.18132, -0.33638, -3.27982], [-0.19813, 0.21428, 1.57130], [1.14980, 0.12010, 2.28281], [0.66644, -1.07979, -4.31993], [-0.29115, -3.27642, -0.06785], [1.01201, 0.28352, 3.34789], [-0.91373, -0.49108, 1.99681], [1.60655, -0.85505, 2.13417], [0.45251, 0.63517, -1.71625], [1.83081, 0.87518, 1.89976], [-0.60796, 1.21637, 1.68460], [0.22055, -2.46547, 1.42250], [-1.46419, -2.34322, 0.87054]], "atomic_forces_ev_per_a": [[-0.110, 0.025, 0.119], [0.117, -0.080, 0.088], [-0.235, -0.019, 0.002], [0.072, -0.103, -0.334], [-0.032, 0.543, -0.140], [0.197, -0.298, -0.839], [-0.862, 0.290, 0.382], [-0.114, 0.002, 0.444], [0.096, 0.275, -0.235], [-0.045, 0.189, 0.507], [0.363, -0.195, -0.444], [0.052, -0.034, 0.781], [-0.069, -0.036, -0.138], [0.510, -0.199, -0.270], [-0.034, 0.021, 0.114], [-0.016, 0.006, 0.106], [0.066, 0.086, -0.165], [0.011, -0.091, 0.034], [0.060, -0.073, 0.064], [0.004, 0.025, -0.001], [-0.015, -0.153, -0.164], [-0.007, -0.083, 0.037], [-0.009, -0.096, 0.052]]}

=====

Record 3
{"formula": "C7H10ClN2OS", "method": "wB97M-V/def2-TZVPD", "charge": 1, "homo_lumo_gap_ev": 4.2, "homo_energy_ev": -9.277, "e_lumo_ev": -5.0, "species": ["Cl", "S", "O", "N", "N", "C", "C", "C", "C", "C", "C", "C", "H", "H", "H", "H", "H", "H", "H", "H", "H", "H"], "xyz": [[-0.18340, -2.15085, 0.26308], [-4.56834, -0.17094, -0.46523], [0.13647, 0.50502, 0.81864], [-2.59922, 1.07161, 0.46747], [2.98699, -0.28023, 0.25325], [2.00094, 0.15217, -0.74604], [3.51585, -1.44207, 0.10083], [-3.06317, -1.08651, -0.24193], [-3.89707, 1.19625, 0.19926], [-2.01965, -0.17310, 0.13483], [-0.69644, -0.52946, 0.21300], [1.06941, 1.07243, -0.06394], [-2.78515, -2.05667, -0.58661], [-2.33366, 1.59812, 1.38663], [2.57974, 0.75358, -1.62394], [1.59694, 1.79012, 0.54347], [1.51153, -0.76833, -1.15035], [0.49216, 1.74610, -0.77805], [3.44999, 0.49269, 0.70430], [4.25800, -1.68422, 0.91471], [3.06692, -2.07813, -0.66601], [-4.51884, 2.04242, 0.32262]], "atomic_forces_ev_per_a": [[0.304, -0.482, 0.181], [1.945, -1.056, 0.459], [-0.224, -2.140, -0.004], [1.279, 1.447, 2.985], [0.700, -1.149, -2.844], [0.816, 0.704, -2.256], [0.130, 0.876, 2.666], [-0.299, 2.416, -0.092], [-1.037, -1.622, -1.327], [-1.620, -1.890, 0.060], [0.471, 3.353, 0.470], [-2.505, 2.154, -0.679], [-0.709, -0.428, -0.343], [0.243, -1.140, -2.579], [-1.282, -1.486, 2.063], [0.613, 0.303, 0.307], [0.331, 0.988, 0.182], [0.817, -1.060, 0.243], [0.090, -0.144, 1.124], [-0.452, -0.331, -1.558], [0.417, -0.212, 0.484], [-0.026, 0.898, 0.457]]}

=====

Record 4
{"formula": "C7H10ClN2OS", "method": "wB97M-V/def2-TZVPD", "charge": 1, "homo_lumo_gap_ev": [8.2, 6.2], "s2": 2.039, "homo_energy_ev": [-11.092, -13.295], "spin_multiplicity": 3, "e_lumo_ev": [-2.9, -7.1], "species": ["Cl", "S", "O", "N", "N", "C", "C", "C", "C", "C", "C", "C", "H", "H", "H", "H", "H", "H", "H", "H", "H", "H"], "xyz": [[2.66987, 1.14050, -2.19748], [0.80305, -0.86552, 1.43593], [2.55474, -2.79017, -0.15744], [0.22626, 1.38714, -1.32276], [1.75808, 0.99074, 0.32310], [-0.62766, 0.00876, 1.53630], [1.43340, -2.39408, -0.78350], [-2.79087, 0.85503, 0.90736], [1.54843, 1.17736, -0.90758], [-0.97304, 1.25979, -0.61822], [0.53332, -1.64134, -0.12064], [-1.34545, 0.66529, 0.52947], [0.12180, 1.60826, -2.25341], [2.56022, -2.62599, 0.78449], [-1.73841, 1.77054, -1.09546], [2.67722, 0.56384, 0.49747], [-3.50328, 0.40035, 0.30438], [-3.00918, 1.86120, 0.92655], [-0.36453, -1.28043, -0.62152], [-0.88534, 0.15232, 2.63014], [-3.01765, 0.52015, 1.93948], [1.36899, -2.76375, -1.73665]], "atomic_forces_ev_per_a": [[0.152, -0.032, 0.010], [1.069, -2.179, -1.948], [-0.048, -0.390, -1.443], [1.167, -0.790, 2.115], [1.744, -0.404, -0.201], [-1.376, 1.162, 1.889], [1.588, 0.212, 3.989], [0.829, -0.500, 2.303], [-2.401, 0.221, 0.268], [1.885, -0.212, -0.737], [-1.035, 1.119, 0.614], [-0.190, -0.679, 2.011], [-0.256, 0.773, -2.289], [-0.083, 0.151, 0.484], [-1.296, 0.769, -1.156], [-0.094, 0.987, -0.015], [-0.960, -1.128, -1.471], [-0.597, 2.435, -0.123], [0.154, -0.353, 0.152], [-0.284, -0.480, -1.579], [0.381, -0.065, -0.589], [-0.347, -0.618, -2.285]]}

=====

Record 5
{"formula": "C7H10ClNO2", "method": "wB97M-V/def2-TZVPD", "homo_lumo_gap_ev": 8.8, "homo_energy_ev": -9.245, "e_lumo_ev": -0.4, "species": ["Cl", "O", "O", "N", "C", "C", "C", "C", "C", "C", "C", "H", "H", "H", "H", "H", "H", "H", "H", "H", "H"], "xyz": [[-2.03194, 1.90134, -0.24231], [-2.03416, -1.88697, -0.36972], [-3.32292, -0.61115, 0.71701], [-2.33424, -0.76413, 0.03215], [0.93119, 1.13658, 1.05213], [0.95671, -0.37444, -0.80164], [-0.44370, -0.11269, -1.39056], [-1.39396, 0.24111, -0.29852], [0.65725, -1.18766, 0.50098], [1.65254, 0.83584, -0.27948], [0.07057, -0.05033, 1.27226], [0.36331, 2.08676, 1.01718], [1.50574, 1.50188, 1.89189], [-0.25190, 0.82620, -1.95724], [-0.16414, -2.06009, 0.44738], [1.64324, -0.99103, -1.45886], [-0.87281, -0.94124, -1.92795], [2.71671, 0.43634, 0.00806], [1.56824, -1.53710, 0.87813], [1.56694, 1.60671, -1.07557], [-0.78268, -0.05592, 1.98467]], "atomic_forces_ev_per_a": [[0.241, -1.055, 0.032], [0.221, -0.435, -0.357], [-0.047, 1.302, 0.329], [-0.948, -1.669, 0.073], [-0.952, 2.103, -0.283], [-0.364, -3.594, -0.133], [1.092, 1.935, -0.572], [1.850, 1.566, 2.024], [-3.261, -0.939, -0.381], [1.755, -0.353, 0.725], [-2.763, 0.534, -1.272], [-0.542, -0.524, -0.600], [0.963, -0.959, 0.442], [-0.819, -0.802, -0.424], [2.317, 1.810, -0.233], [-0.989, 0.824, 0.312], [0.321, -0.076, -0.635], [-1.547, 1.417, -1.012], [1.362, -0.676, 0.963], [0.786, -0.040, 0.910], [1.324, -0.367, 0.093]]}

=====

Record 6
{"formula": "C7H10ClNO3S", "method": "wB97M-V/def2-TZVPD", "homo_lumo_gap_ev": 9.0, "smiles": "C[C@]1(N)C(S(=O)(=O)O)=CC=C[C@H]1Cl", "homo_energy_ev": -9.407, "e_lumo_ev": -0.4, "species": ["Cl", "S", "O", "O", "O", "N", "C", "C", "C", "C", "C", "C", "C", "H", "H", "H", "H", "H", "H", "H", "H", "H", "H"], "xyz": [[-1.17244, 2.59191, -0.33803], [2.37075, 0.32514, -0.11933], [3.10833, 0.58598, 0.99740], [2.51752, 1.15294, -1.27636], [2.77358, -1.18027, -0.50616], [-0.05704, 0.32209, -2.12089], [-1.01043, 0.20612, 2.07571], [-1.69333, 0.87046, -0.13560], [-0.52480, -0.01517, -0.74232], [-0.85518, -1.54468, -0.59049], [0.35907, 0.21461, 1.63355], [0.65618, 0.12153, 0.31984], [-2.03363, 0.56512, 1.32606], [-1.70018, -1.92386, -1.27269], [-2.52511, 0.74095, -0.86139], [1.23040, 0.25995, 2.38879], [-3.10043, 0.63392, 1.57844], [-0.90876, -1.79932, 0.42726], [3.56560, -1.55895, -0.24564], [-0.74555, 1.01788, -2.66705], [0.82952, 0.77044, -1.96870], [0.02085, -2.06633, -0.92988], [-1.10489, -0.29046, 3.02748]], "atomic_forces_ev_per_a": [[-0.297, 0.205, 0.187], [-1.692, -2.130, -3.480], [2.826, 1.643, 4.756], [-0.295, -0.205, 0.146], [-3.799, 0.925, -1.946], [-2.894, 1.128, -0.063], [-0.066, -1.023, 1.302], [0.500, -0.311, -1.408], [0.695, -0.490, 1.339], [-0.632, 0.543, -2.693], [2.554, -0.021, -0.611], [-0.643, 0.708, -0.349], [-0.358, 0.349, -2.131], [0.934, 0.758, 1.310], [0.169, 0.084, 0.861], [-1.695, -0.002, -1.225], [0.722, -0.262, 0.298], [-0.869, -0.411, 1.236], [2.664, -0.468, 1.237], [2.127, -2.012, 1.933], [0.088, 0.629, -0.834], [0.495, -0.192, -0.451], [-0.535, 0.555, 0.586]]}